Record 1
ORCA calculation (ωB97M-V with the def2-TZVPD basis set) on 2 unconnected molecules or ions with the total composition C6H9N3O.

## Properties
charge = 0
strongest force on any atom = 4.39 eV/Å
orbital gap = 9.87 eV
LUMO = 0.0183 Ha
energy relative to the best compared isomer or geometry (same formula, charge and spin) = 0.807 eV
structure (SMILES) = N#CCCc1c[nH]cn1.O
spin multiplicity = 1

Bonds (Å) are listed after each position.
Geometry (Å):
1 N 3.09309 -1.95801 -0.37138  C2 1.180
2 C 2.67369 -0.86274 -0.50251  N1 1.180, C3 1.472
3 C 1.71085 0.20304 -0.82520  C2 1.472, C4 1.536, H10 1.101, H11 1.100
4 C 0.32271 -0.28584 -1.26555  C3 1.536, C5 1.498, H12 1.097, H13 1.100
5 C -0.79608 0.25730 -0.43020  C4 1.498, C6 1.373, N9 1.380
6 C -1.81326 1.11219 -0.77510  C5 1.373, N7 1.373, H14 1.085
7 N -2.55102 1.28946 0.36868  C6 1.373, C8 1.350, H15 1.012
8 C -1.95047 0.60010 1.36168  N7 1.350, N9 1.317, H16 1.087
9 N -0.90783 -0.06341 0.90745  C5 1.380, C8 1.317
10 H 1.68936 0.88203 0.04095  C3 1.101
11 H 2.13474 0.84276 -1.61338  C3 1.100
12 H 0.17525 -0.00270 -2.31514  C4 1.097
13 H 0.23901 -1.38251 -1.26456  C4 1.100
14 H -2.12308 1.50853 -1.73634  C6 1.085
15 H -3.37271 1.87202 0.46569  N7 1.012
16 H -2.40298 0.47650 2.34251  C8 1.087
17 O 1.43772 -1.35162 2.16985  H18 0.982, H19 1.076
18 H 0.58978 -0.97534 1.84820  O17 0.982
19 H 1.85125 -2.16175 1.59434  O17 1.076

=====

Record 2
ORCA calculation (ωB97M-V with the def2-TZVPD basis set) on a single C6H9N3O2 molecule.

## Properties
charge = 0
strongest force on any atom = 4.64 eV/Å
orbital gap = 10.51 eV
LUMO = 0.0082 Ha
energy relative to the best compared isomer or geometry (same formula, charge and spin) = 4.440 eV
structure (SMILES) = CCC1=NN=N[C@@H]1C(=O)OC
spin multiplicity = 1

Bonds (Å) are listed after each position.
Geometry (Å):
1 C -1.25511 1.29760 -0.33582  C2 1.534, C3 1.693, N7 1.347, H12 1.146
2 C -2.20165 0.09906 -0.47487  C1 1.534, O10 1.227, O11 1.322
3 C 0.36949 1.53803 0.07339  C1 1.693, C6 1.482, N8 1.265
4 C 2.88116 1.25231 -0.08518  C6 1.577, H13 1.047, H14 1.040, H15 1.053
5 C -3.42708 -1.55186 0.69796  O11 1.423, H16 1.137, H17 1.195, H18 1.070
6 C 1.46326 0.56783 -0.16587  C3 1.482, C4 1.577, H19 1.065, H20 1.054
7 N -1.80729 2.36124 0.27941  C1 1.347, N9 1.241
8 N 0.31690 2.64515 0.68396  C3 1.265, N9 1.391
9 N -0.98987 3.07999 0.87615  N7 1.241, N8 1.391
10 O -2.69798 -0.20495 -1.55480  C2 1.227
11 O -2.48542 -0.48579 0.67631  C2 1.322, C5 1.423
12 H -1.05496 1.67932 -1.39754  C1 1.146
13 H 2.89652 1.98361 -0.83496  C4 1.047
14 H 3.62748 0.52963 -0.13661  C4 1.040
15 H 2.86708 1.88887 0.75399  C4 1.053
16 H -3.28282 -1.92240 1.76287  C5 1.137
17 H -3.18720 -2.25784 -0.23643  C5 1.195
18 H -4.43498 -1.25302 0.49948  C5 1.070
19 H 1.39806 -0.00948 0.72654  C6 1.065
20 H 1.24814 0.01520 -1.03665  C6 1.054